DFT (ωB97M-V/def2-TZVPD) results for C38H52N2O3PtS3 as an isolated structure in a non-equilibrium geometry.

Geometry as XYZ:
```
99
C38H52N2O3PtS3 (ωB97M-V/def2-TZVPD)
Pt -0.277 0.767 0.611
C 6.450 -0.557 -0.788
C 6.170 0.267 0.480
C 6.883 1.618 0.360
C 6.710 -0.484 1.710
C 4.675 0.437 0.651
C 4.075 1.656 0.962
C 2.700 1.746 1.030
N 1.889 0.708 0.835
C 2.445 -0.504 0.655
C 3.815 -0.658 0.549
C 1.513 -1.636 0.758
C 1.878 -2.961 0.587
C 0.999 -3.989 0.924
C -0.243 -3.603 1.434
C -0.565 -2.265 1.520
N 0.283 -1.300 1.167
C 1.330 -5.450 0.694
C 2.829 -5.694 0.494
C 0.580 -5.852 -0.592
C 0.857 -6.304 1.880
H 7.524 -0.597 -0.962
H 5.982 -0.103 -1.663
H 6.098 -1.585 -0.698
H 7.916 1.451 0.058
H 6.903 2.149 1.313
H 6.417 2.252 -0.397
H 7.791 -0.588 1.622
H 6.277 -1.483 1.791
H 6.491 0.063 2.628
H 4.662 2.543 1.149
H 2.233 2.689 1.265
H 4.224 -1.645 0.401
H 2.858 -3.202 0.206
H -0.966 -4.335 1.764
H -1.531 -1.953 1.892
H 3.219 -5.192 -0.393
H 2.993 -6.761 0.354
H 3.403 -5.384 1.369
H 0.914 -5.241 -1.434
H -0.497 -5.720 -0.476
H 0.783 -6.898 -0.821
H 1.259 -5.916 2.818
H 1.217 -7.325 1.761
H -0.229 -6.348 1.955
O -2.095 2.101 0.523
S -3.609 1.957 0.701
C -4.376 1.153 -0.768
C -3.858 1.546 -2.146
C -2.635 0.749 -2.606
C -2.890 -0.762 -2.621
S -2.011 -1.573 -1.219
O -2.082 -0.559 -0.089
C -3.251 -2.801 -0.778
C -3.387 -3.939 -1.559
C -4.354 -4.872 -1.216
C -5.156 -4.667 -0.101
C -4.991 -3.535 0.685
C -4.027 -2.594 0.350
C -4.303 3.597 0.418
C -3.683 4.521 -0.407
C -4.299 5.746 -0.624
C -5.521 6.030 -0.032
C -6.132 5.094 0.791
C -5.521 3.873 1.025
H -5.423 1.437 -0.645
H -4.292 0.082 -0.590
H -3.606 2.605 -2.163
H -4.667 1.399 -2.865
H -1.791 0.996 -1.963
H -2.363 1.080 -3.608
H -2.493 -1.236 -3.518
H -3.949 -1.006 -2.539
H -2.754 -4.096 -2.425
H -4.473 -5.766 -1.812
H -5.911 -5.395 0.161
H -5.599 -3.386 1.567
H -3.872 -1.709 0.953
H -2.743 4.287 -0.882
H -3.822 6.475 -1.267
H -6.003 6.979 -0.222
H -7.084 5.318 1.253
H -5.989 3.138 1.671
C 0.555 4.477 2.010
C -0.218 4.548 0.699
S 0.316 3.206 -0.421
O -0.522 3.166 -1.631
C 1.903 3.931 -1.032
C 1.617 5.033 -2.035
H 0.109 5.149 2.741
H 1.598 4.775 1.895
H 0.511 3.466 2.426
H -0.077 5.488 0.170
H -1.276 4.388 0.873
H 2.426 3.095 -1.499
H 2.471 4.282 -0.171
H 0.894 4.692 -2.773
H 2.538 5.295 -2.554
H 1.234 5.931 -1.554
```

LUMO (alpha / beta), Eh: -0.249 / -0.249
Energy relative to the best compared isomer or geometry (same formula, charge and spin), kcal per mole: 59.3
Calculated total energy, eV: -85109.99736
Total charge: +2


DFT (ωB97M-V/def2-TZVPD) results for C38H52N4O3Sr as an isolated structure in a non-equilibrium geometry.

Geometry as XYZ:
```
98
C38H52N4O3Sr (ωB97M-V/def2-TZVPD)
Sr -1.169 0.421 -0.271
O -1.695 -1.337 -1.504
C -2.186 -1.709 -2.600
C -1.530 -2.684 -3.411
C -2.004 -3.068 -4.634
C -3.173 -2.513 -5.156
C -3.856 -1.589 -4.400
C -3.426 -1.208 -3.128
C -4.265 -0.344 -2.352
N -4.239 -0.286 -1.084
C -5.156 0.560 -0.393
C -4.552 1.002 0.944
N -3.395 1.800 0.713
C -3.264 2.910 1.318
C -2.166 3.813 1.188
C -2.181 4.981 1.963
C -1.163 5.903 1.929
C -0.059 5.649 1.107
C -0.008 4.524 0.334
C -1.059 3.550 0.301
O -1.002 2.566 -0.477
H -0.634 -3.138 -3.010
H -1.466 -3.817 -5.205
H -3.540 -2.818 -6.129
H -4.787 -1.169 -4.773
H -5.011 0.239 -2.932
H -6.081 -0.004 -0.186
H -5.435 1.452 -0.983
H -4.250 0.100 1.490
H -5.319 1.541 1.537
H -4.054 3.235 2.031
H -3.035 5.153 2.615
H -1.198 6.798 2.541
H 0.758 6.363 1.082
H 0.848 4.329 -0.297
N 1.108 -1.683 0.010
C 0.982 -3.124 -0.108
C 0.470 -3.770 1.183
C -0.896 -3.260 1.639
C -2.061 -3.671 0.746
N -3.308 -3.079 1.248
H 1.533 -1.321 -0.844
H 1.754 -1.457 0.762
H 1.945 -3.603 -0.369
H 0.277 -3.325 -0.917
H 1.190 -3.549 1.977
H 0.446 -4.857 1.049
H -0.847 -2.168 1.659
H -1.093 -3.622 2.652
H -2.192 -4.763 0.752
H -1.850 -3.360 -0.279
H -3.935 -2.938 0.459
H -3.077 -2.139 1.572
C 3.174 1.575 0.983
C 4.457 1.086 0.308
C 5.099 2.234 -0.477
C 4.175 -0.081 -0.613
C 4.792 -1.285 -0.368
C 4.564 -2.402 -1.160
C 3.659 -2.281 -2.201
C 3.000 -1.101 -2.488
C 2.033 -1.135 -3.660
C 0.863 -0.164 -3.540
C 2.795 -0.878 -4.966
C 3.281 0.099 -1.735
O 2.806 1.229 -2.034
H 3.382 2.386 1.685
H 2.675 0.771 1.522
H 2.489 1.942 0.223
H 5.164 0.756 1.087
H 4.416 2.504 -1.278
H 6.047 1.913 -0.912
H 5.273 3.105 0.158
H 5.480 -1.365 0.472
H 5.069 -3.342 -0.960
H 3.448 -3.152 -2.822
H 1.626 -2.159 -3.724
H 1.241 0.849 -3.431
H 0.268 -0.394 -2.660
H 0.230 -0.236 -4.428
H 3.245 0.110 -4.934
H 2.124 -0.930 -5.826
H 3.583 -1.621 -5.091
C -1.052 1.396 5.379
C 0.210 1.049 4.576
C 0.921 -0.152 5.220
C 1.156 2.257 4.561
C -0.189 0.711 3.199
C -0.549 0.426 2.081
H -0.806 1.639 6.415
H -1.745 0.556 5.371
H -1.549 2.252 4.926
H 1.219 0.074 6.246
H 1.811 -0.408 4.649
H 0.262 -1.018 5.230
H 1.453 2.529 5.577
H 0.664 3.110 4.099
H 2.048 2.030 3.984
```

LUMO, Eh: 0.165
Energy relative to the best compared isomer or geometry (same formula, charge and spin), kcal per mole: 0.0
Calculated total energy, eV: -53190.69769
Total charge: -2


DFT (ωB97M-V/def2-TZVPD) results for C38H53BN9O2Tb as an isolated structure in a non-equilibrium geometry.

Geometry as XYZ:
```
104
C38H53BN9O2Tb (ωB97M-V/def2-TZVPD)
Tb 0.707 0.052 0.182
O 2.839 -0.082 -0.298
C 3.992 0.445 0.010
C 5.205 -0.293 -0.120
C 6.405 0.167 0.427
C 6.521 1.403 1.040
C 5.365 2.175 1.186
C 4.140 1.741 0.635
C 2.971 2.547 0.879
N 1.726 2.255 0.463
N 0.875 3.339 0.452
C -0.360 3.024 -0.025
O -0.702 1.857 -0.439
C -1.370 4.144 -0.076
C -2.728 3.963 -0.373
C -3.640 5.011 -0.343
C -3.165 6.281 -0.086
C -1.828 6.495 0.197
C -0.925 5.426 0.241
H 5.221 -1.274 -0.612
H 7.290 -0.475 0.342
H 7.484 1.762 1.386
H 5.379 3.106 1.766
H 3.159 3.475 1.439
H -3.093 2.961 -0.678
H -4.700 4.873 -0.552
H -3.825 7.159 -0.125
H -1.430 7.504 0.265
H 0.105 5.593 0.589
C -3.688 -0.801 -3.139
C -2.259 -0.494 -2.935
C -1.396 0.007 -3.892
C -0.101 0.015 -3.330
N -0.159 -0.529 -2.099
N -1.539 -0.817 -1.828
B -2.011 -1.633 -0.494
N -2.508 -0.727 0.692
N -1.647 -0.107 1.630
C -2.406 0.712 2.410
C -3.732 0.628 2.035
C -3.767 -0.265 0.931
C -4.993 -0.764 0.297
C -1.897 1.444 3.621
C -3.061 2.429 4.107
C -1.690 0.468 4.799
C -0.617 2.259 3.366
N -1.049 -2.829 -0.031
N 0.330 -2.630 0.233
C 0.846 -3.877 0.456
C -0.163 -4.827 0.354
C -1.322 -4.155 -0.054
C -2.640 -4.818 -0.289
C 2.288 -4.294 0.551
C 2.319 -5.594 1.422
C 2.803 -4.631 -0.885
C 3.179 -3.259 1.206
C 1.100 0.450 -4.108
C 1.240 -0.507 -5.345
C 2.392 0.460 -3.312
C 0.809 1.885 -4.646
H -3.769 -1.459 -4.044
H -4.142 -1.328 -2.290
H -4.269 0.112 -3.374
H -1.697 0.408 -4.860
H -3.019 -2.216 -0.895
H -4.542 1.251 2.364
H -5.741 -0.575 1.060
H -5.221 -0.146 -0.573
H -4.859 -1.817 0.023
H -3.944 1.877 4.412
H -2.717 2.981 4.969
H -3.327 3.164 3.317
H -2.568 0.024 5.191
H -1.031 -0.349 4.562
H -1.243 1.057 5.598
H -0.777 3.047 2.630
H -0.276 2.728 4.320
H 0.218 1.647 3.046
H -0.091 -5.889 0.555
H -2.474 -5.896 -0.182
H -3.354 -4.490 0.472
H -3.038 -4.641 -1.303
H 1.785 -6.434 0.991
H 3.398 -5.853 1.538
H 1.855 -5.415 2.400
H 2.154 -5.399 -1.352
H 2.772 -3.786 -1.576
H 3.814 -5.034 -0.869
H 2.924 -3.060 2.252
H 4.210 -3.645 1.207
H 3.201 -2.317 0.616
H 1.449 -1.552 -5.053
H 0.352 -0.461 -5.928
H 2.079 -0.188 -5.983
H 2.511 -0.487 -2.775
H 3.267 0.582 -3.986
H 2.395 1.248 -2.525
H 0.006 1.806 -5.366
H 0.536 2.585 -3.844
H 1.679 2.354 -5.139
N 1.276 -0.473 2.452
H 1.821 -1.368 2.514
H 0.355 -0.651 2.888
H 1.765 0.220 3.045
```

LUMO (alpha / beta), Eh: 0.005 / 0.006
2S+1: 7
Energy relative to the best compared isomer or geometry (same formula, charge and spin), kcal per mole: 0.0
Calculated total energy, eV: -80889.47114
Total charge: 0


DFT (ωB97M-V/def2-TZVPD) results for a 3-piece molecular cluster, C38H53BrF4O4 overall in a non-equilibrium geometry.

Geometry as XYZ:
```
100
C38H53BrF4O4 (ωB97M-V/def2-TZVPD)
C 0.765 2.537 0.395
C 1.975 1.637 0.603
C 2.965 1.787 -0.559
O 2.305 1.642 -1.805
C 2.624 0.473 -2.536
C 2.369 -0.825 -1.784
C 3.447 -1.576 -1.298
Br 5.232 -0.982 -1.661
C 3.299 -2.767 -0.577
C 4.520 -3.482 -0.058
C 5.057 -2.805 1.231
C 3.984 -2.598 2.265
C 3.352 -1.356 2.382
C 2.317 -1.154 3.293
C 1.899 -2.190 4.120
C 2.541 -3.428 4.041
C 3.570 -3.617 3.123
C 1.994 -3.254 -0.347
C 1.827 -4.587 0.349
C 1.430 -5.724 -0.620
O 0.372 -6.551 -0.185
C 0.887 -2.512 -0.820
C 1.065 -1.314 -1.538
C -0.124 -0.574 -2.061
O -0.054 0.503 -2.581
C -1.457 -1.187 -1.931
C -2.632 -0.488 -2.559
F -3.685 -1.340 -2.610
F -2.368 -0.116 -3.816
C -3.124 0.749 -1.746
F -2.560 1.880 -2.198
F -2.781 0.603 -0.452
C -1.623 -2.295 -1.226
C -0.510 -2.967 -0.560
O -0.799 -3.855 0.198
H 0.164 2.236 -0.457
H 1.110 3.549 0.197
H 0.118 2.535 1.267
H 2.480 1.964 1.512
H 1.701 0.584 0.670
H 3.382 2.794 -0.505
H 3.802 1.100 -0.459
H 3.646 0.529 -2.891
H 1.986 0.489 -3.412
H 4.319 -4.515 0.190
H 5.300 -3.497 -0.807
H 5.871 -3.387 1.655
H 5.443 -1.820 0.995
H 3.646 -0.523 1.758
H 1.848 -0.183 3.355
H 1.103 -2.050 4.832
H 2.225 -4.237 4.681
H 4.054 -4.584 3.070
H 2.731 -4.891 0.846
H 1.081 -4.484 1.125
H 2.291 -6.374 -0.778
H 1.174 -5.311 -1.598
H 0.002 -6.205 0.628
H -4.205 0.840 -1.842
H -2.604 -2.723 -1.106
C 1.454 1.511 6.614
C 0.383 0.468 6.923
C -0.900 0.658 6.117
C -1.630 1.979 6.367
C -2.021 2.231 7.822
C -2.990 1.192 8.380
H 1.125 2.518 6.875
H 2.365 1.307 7.180
H 1.712 1.502 5.553
H 0.165 0.474 7.994
H 0.786 -0.524 6.701
H -1.576 -0.177 6.325
H -0.663 0.592 5.050
H -2.532 1.998 5.748
H -1.011 2.810 6.018
H -2.487 3.218 7.888
H -1.128 2.274 8.452
H -3.903 1.152 7.783
H -3.272 1.438 9.405
H -2.549 0.194 8.393
C -4.021 2.120 -9.217
C -4.594 3.190 -8.291
C -3.536 4.128 -7.716
C -2.479 3.449 -6.843
C -3.030 2.675 -5.647
C -3.782 3.553 -4.651
H -3.334 1.457 -8.690
H -4.818 1.503 -9.633
H -3.482 2.576 -10.050
H -5.154 2.711 -7.483
H -5.319 3.788 -8.850
H -4.034 4.914 -7.141
H -3.028 4.638 -8.541
H -1.786 4.214 -6.480
H -1.880 2.770 -7.457
H -2.196 2.196 -5.131
H -3.682 1.866 -5.989
H -3.138 4.349 -4.274
H -4.120 2.967 -3.798
H -4.664 4.014 -5.101
```

LUMO, Eh: -0.057
Calculated total energy, eV: -129368.11889
Total charge: 0
Structure (SMILES): CCCOCc1c(Br)c(CCc2ccccc2)c(CCO)c2c1C(=O)C(C(F)(F)C(F)F)=CC2=O.CCCCCC.CCCCCC


- What is the total charge in the first record?
  +2


- Which value of total charge does entry 4 give?
  0


- Which of these has the lowest calculated total energy?
  C38H53BrF4O4


Copy entry 2 word for word.
DFT (ωB97M-V/def2-TZVPD) results for C38H52N4O3Sr as an isolated structure in a non-equilibrium geometry.

Geometry as XYZ:
```
98
C38H52N4O3Sr (ωB97M-V/def2-TZVPD)
Sr -1.169 0.421 -0.271
O -1.695 -1.337 -1.504
C -2.186 -1.709 -2.600
C -1.530 -2.684 -3.411
C -2.004 -3.068 -4.634
C -3.173 -2.513 -5.156
C -3.856 -1.589 -4.400
C -3.426 -1.208 -3.128
C -4.265 -0.344 -2.352
N -4.239 -0.286 -1.084
C -5.156 0.560 -0.393
C -4.552 1.002 0.944
N -3.395 1.800 0.713
C -3.264 2.910 1.318
C -2.166 3.813 1.188
C -2.181 4.981 1.963
C -1.163 5.903 1.929
C -0.059 5.649 1.107
C -0.008 4.524 0.334
C -1.059 3.550 0.301
O -1.002 2.566 -0.477
H -0.634 -3.138 -3.010
H -1.466 -3.817 -5.205
H -3.540 -2.818 -6.129
H -4.787 -1.169 -4.773
H -5.011 0.239 -2.932
H -6.081 -0.004 -0.186
H -5.435 1.452 -0.983
H -4.250 0.100 1.490
H -5.319 1.541 1.537
H -4.054 3.235 2.031
H -3.035 5.153 2.615
H -1.198 6.798 2.541
H 0.758 6.363 1.082
H 0.848 4.329 -0.297
N 1.108 -1.683 0.010
C 0.982 -3.124 -0.108
C 0.470 -3.770 1.183
C -0.896 -3.260 1.639
C -2.061 -3.671 0.746
N -3.308 -3.079 1.248
H 1.533 -1.321 -0.844
H 1.754 -1.457 0.762
H 1.945 -3.603 -0.369
H 0.277 -3.325 -0.917
H 1.190 -3.549 1.977
H 0.446 -4.857 1.049
H -0.847 -2.168 1.659
H -1.093 -3.622 2.652
H -2.192 -4.763 0.752
H -1.850 -3.360 -0.279
H -3.935 -2.938 0.459
H -3.077 -2.139 1.572
C 3.174 1.575 0.983
C 4.457 1.086 0.308
C 5.099 2.234 -0.477
C 4.175 -0.081 -0.613
C 4.792 -1.285 -0.368
C 4.564 -2.402 -1.160
C 3.659 -2.281 -2.201
C 3.000 -1.101 -2.488
C 2.033 -1.135 -3.660
C 0.863 -0.164 -3.540
C 2.795 -0.878 -4.966
C 3.281 0.099 -1.735
O 2.806 1.229 -2.034
H 3.382 2.386 1.685
H 2.675 0.771 1.522
H 2.489 1.942 0.223
H 5.164 0.756 1.087
H 4.416 2.504 -1.278
H 6.047 1.913 -0.912
H 5.273 3.105 0.158
H 5.480 -1.365 0.472
H 5.069 -3.342 -0.960
H 3.448 -3.152 -2.822
H 1.626 -2.159 -3.724
H 1.241 0.849 -3.431
H 0.268 -0.394 -2.660
H 0.230 -0.236 -4.428
H 3.245 0.110 -4.934
H 2.124 -0.930 -5.826
H 3.583 -1.621 -5.091
C -1.052 1.396 5.379
C 0.210 1.049 4.576
C 0.921 -0.152 5.220
C 1.156 2.257 4.561
C -0.189 0.711 3.199
C -0.549 0.426 2.081
H -0.806 1.639 6.415
H -1.745 0.556 5.371
H -1.549 2.252 4.926
H 1.219 0.074 6.246
H 1.811 -0.408 4.649
H 0.262 -1.018 5.230
H 1.453 2.529 5.577
H 0.664 3.110 4.099
H 2.048 2.030 3.984
```

LUMO, Eh: 0.165
Energy relative to the best compared isomer or geometry (same formula, charge and spin), kcal per mole: 0.0
Calculated total energy, eV: -53190.69769
Total charge: -2